Entry from OMol25: 18 unconnected molecules or ions with the total composition C45H129N9O21 in a non-equilibrium geometry (ωB97M-V with the def2-TZVPD basis set).

Output
LUMO level: 0.0173 Ha
highest occupied orbital energy: -8.0 eV
2S+1: 1

XYZ file:
```
204
Properties=species:S:1:pos:R:3:forces:R:3:lowdin_charge:R:1
C -5.273 -2.590 -4.016 -1.4 -2.0 1.1 -0.083
C -4.503 -1.724 -3.107 1.0 0.3 0.5 -0.327
O -3.764 -2.412 -2.092 -1.2 -0.9 1.3 -0.124
H -4.729 -3.237 -4.682 0.6 -0.2 -0.1 0.069
H -5.945 -2.009 -4.601 -0.6 0.6 -0.6 0.064
H -5.920 -3.256 -3.364 0.6 0.5 -0.8 0.104
H -5.190 -1.063 -2.623 -0.5 0.7 0.3 0.089
H -3.792 -1.117 -3.654 0.3 0.1 -0.1 0.099
H -4.433 -2.779 -1.409 1.4 0.7 -1.4 0.087
C 3.079 2.891 -0.411 -0.3 0.2 0.7 -0.082
C 3.078 1.377 -0.375 -1.1 -0.6 0.9 -0.272
O 2.116 1.006 0.650 0.1 -0.4 0.7 -0.138
H 2.035 3.173 -0.093 0.9 0.1 -1.1 0.093
H 3.411 3.189 -1.415 -0.5 0.5 0.3 0.077
H 3.723 3.362 0.363 -0.3 -0.4 -0.8 0.043
H 4.041 0.947 -0.071 -0.1 0.0 -0.6 0.109
H 2.640 0.983 -1.327 1.0 0.1 0.6 0.092
H 2.395 0.249 1.219 0.4 0.7 -0.8 0.054
C -0.366 -1.093 5.214 -0.3 -1.1 -0.7 -0.059
C 0.741 -0.788 4.217 0.5 -1.5 0.0 -0.217
O 1.163 -1.963 3.392 -0.6 1.0 1.7 -0.126
H -1.285 -1.497 4.748 0.4 0.5 -0.1 0.081
H -0.630 -0.239 5.804 -0.1 0.7 0.1 0.066
H -0.081 -1.860 5.916 0.4 -0.3 0.3 0.067
H 1.602 -0.325 4.734 -0.2 -0.3 -0.3 0.112
H 0.396 -0.165 3.447 -0.5 1.5 -0.6 0.070
H 1.196 -2.718 3.998 0.0 -0.5 -0.2 0.056
C -7.768 -3.873 5.230 1.7 -1.0 -1.5 -0.066
C -6.783 -3.115 4.319 0.1 -0.7 0.2 -0.283
O -6.575 -3.740 3.047 -0.5 1.1 0.0 -0.078
H -8.671 -3.997 4.678 -0.9 0.0 0.0 0.068
H -7.876 -3.459 6.195 -0.4 0.9 0.9 0.058
H -7.353 -4.875 5.418 -0.1 0.0 -0.1 0.078
H -5.804 -3.019 4.797 -0.2 0.4 0.2 0.113
H -7.204 -2.189 4.009 -0.1 1.1 0.3 0.098
H -6.380 -4.634 3.225 0.4 -1.8 0.0 0.053
C -5.529 -0.348 1.383 -0.3 1.7 -0.6 -0.064
C -4.884 0.044 0.038 -1.4 -1.9 -0.1 -0.304
O -3.915 1.033 0.201 -1.0 1.2 0.5 -0.088
H -6.449 -0.901 1.291 -0.4 -0.2 -0.3 0.068
H -5.733 0.524 2.033 0.3 -0.4 -0.3 0.093
H -4.807 -0.981 1.799 0.9 -0.8 1.4 0.045
H -5.675 0.216 -0.741 0.7 0.7 0.6 0.122
H -4.422 -0.905 -0.280 0.1 0.5 -0.3 0.087
H -3.092 0.708 -0.158 0.9 -0.4 -0.9 0.017
C -2.846 1.876 -4.211 -0.2 1.5 2.0 -0.090
C -1.930 1.439 -5.283 0.2 -0.9 -2.0 -0.308
O -1.344 0.170 -4.952 -0.1 0.4 -0.6 -0.079
H -2.266 2.232 -3.292 -0.8 -0.7 -1.0 0.080
H -3.505 1.064 -3.958 0.0 -0.6 0.5 0.051
H -3.560 2.682 -4.425 0.5 0.2 -0.5 0.077
H -1.215 2.213 -5.660 -0.2 -0.6 0.7 0.107
H -2.482 1.116 -6.179 -0.2 0.6 0.1 0.113
H -0.811 0.278 -4.179 0.6 0.1 0.9 0.027
C 5.074 -2.816 2.810 0.0 -0.9 -1.1 -0.077
C 4.375 -1.534 3.134 -0.8 0.3 -0.6 -0.297
O 3.376 -1.175 2.184 -0.3 -0.1 -0.3 -0.124
H 5.570 -2.747 1.805 -0.3 -0.2 1.0 0.082
H 4.445 -3.719 2.830 -0.3 0.4 -0.3 0.070
H 5.774 -3.045 3.586 1.0 0.1 0.4 0.065
H 5.090 -0.733 3.054 0.4 0.4 0.4 0.085
H 3.930 -1.559 4.126 0.1 0.1 0.3 0.111
H 2.507 -1.546 2.460 0.5 -0.1 0.2 0.041
C -0.761 -0.901 0.989 -1.4 -1.1 1.8 -0.061
C -0.739 0.191 -0.006 0.0 1.0 0.5 -0.297
O -1.767 0.032 -0.975 -0.5 -0.2 -0.7 -0.093
H -1.686 -0.897 1.637 0.6 0.1 -0.7 0.103
H 0.041 -0.856 1.723 0.2 0.0 -0.5 0.046
H -0.758 -1.897 0.513 0.2 0.3 -0.1 0.078
H 0.259 0.210 -0.421 0.1 0.2 -0.6 0.082
H -0.917 1.204 0.466 0.3 -1.0 -0.5 0.125
H -1.992 -0.900 -1.176 0.4 0.4 0.2 0.089
C -1.741 3.724 3.890 1.0 -0.6 -2.2 -0.059
C -1.568 2.822 2.588 0.7 1.0 0.2 -0.315
O -2.373 1.682 2.768 0.3 -0.6 0.8 -0.095
H -1.953 3.042 4.710 0.1 0.2 0.2 0.058
H -2.588 4.397 3.694 0.3 -0.1 0.4 0.066
H -0.772 4.270 4.010 -1.0 -0.2 0.3 0.070
H -0.469 2.636 2.340 -1.0 -0.4 0.8 0.108
H -1.888 3.335 1.685 -0.3 0.5 0.0 0.079
H -2.664 1.291 1.945 -0.2 0.2 -0.4 0.027
C 4.767 -2.057 -0.887 1.2 -0.4 1.7 -0.080
C 3.538 -2.927 -0.713 0.8 -1.2 0.5 -0.279
O 3.315 -3.783 -1.874 1.0 0.8 0.5 -0.099
H 5.035 -1.577 0.100 -0.7 -0.4 -0.9 0.069
H 4.601 -1.267 -1.570 -0.2 0.8 -0.9 0.047
H 5.702 -2.570 -1.139 -0.4 -0.3 -0.3 0.080
H 2.771 -2.223 -0.487 -1.3 0.3 -0.3 0.088
H 3.643 -3.540 0.227 0.0 0.3 -1.0 0.086
H 2.409 -4.086 -1.974 -0.6 0.4 0.6 0.049
C -1.038 -4.392 -3.391 -0.5 0.2 -0.4 -0.078
C -0.308 -3.111 -3.096 -0.7 1.4 0.2 -0.318
O 0.548 -3.163 -1.945 -0.1 -0.7 -0.4 -0.111
H -1.823 -4.599 -2.631 0.6 -0.2 -0.5 0.072
H -0.298 -5.192 -3.520 -0.3 -0.1 0.3 0.075
H -1.518 -4.250 -4.398 0.2 -0.2 1.0 0.093
H -0.980 -2.248 -2.898 -0.3 -0.7 -0.3 0.103
H 0.221 -2.799 -3.992 0.6 -0.1 -0.1 0.100
H 0.985 -2.303 -1.978 0.4 0.3 0.1 0.035
C -4.100 -5.739 0.767 0.0 0.0 -1.2 -0.059
C -4.127 -4.231 0.862 0.3 0.2 -0.4 -0.309
O -5.236 -3.546 0.304 -0.2 -0.8 -1.1 -0.078
H -4.845 -6.356 1.289 0.0 0.7 0.0 0.081
H -3.118 -6.005 1.124 0.3 -0.3 0.2 0.038
H -4.128 -6.002 -0.293 -0.1 -0.3 0.0 0.081
H -3.264 -3.764 0.374 0.4 -0.6 0.1 0.107
H -4.045 -4.010 1.889 0.1 0.7 1.4 0.087
H -5.588 -2.987 0.977 -0.7 0.5 0.8 0.026
C 0.946 7.588 -2.804 1.7 -0.3 0.1 -0.094
O 1.142 7.066 -4.115 0.2 0.4 0.6 -0.229
C 2.512 6.991 -4.457 0.7 1.7 1.2 -0.268
C 2.615 6.587 -5.858 1.2 0.4 -1.4 -0.256
N 1.839 5.459 -6.204 -1.5 -0.2 -1.5 -0.052
C 0.408 5.582 -6.556 -0.8 2.2 2.0 -0.204
C 0.059 4.401 -7.390 -1.2 -0.1 -1.3 -0.226
O -1.262 4.500 -7.979 0.2 0.1 1.0 -0.216
C -1.587 3.626 -9.057 0.3 0.4 0.2 -0.113
H 1.085 6.756 -2.074 -0.3 0.7 -0.1 0.096
H -0.010 8.051 -2.767 -1.0 0.1 0.2 0.071
H 1.694 8.392 -2.589 -0.4 -0.6 -0.1 0.096
H 3.070 6.251 -3.897 -0.1 -0.3 0.9 0.119
H 3.048 8.004 -4.304 -0.8 -1.3 -0.1 0.148
H 3.690 6.284 -5.989 -0.7 0.7 -0.3 0.135
H 2.371 7.490 -6.464 0.1 -0.9 -0.2 0.132
H 2.039 4.634 -5.674 0.1 -0.5 0.4 0.074
H 0.198 6.600 -7.074 0.6 -1.8 0.5 0.150
H -0.273 5.639 -5.616 0.9 -0.2 -1.4 0.121
H 0.206 3.493 -6.806 -0.1 -0.3 -0.1 0.107
H 0.728 4.449 -8.220 0.9 -0.5 -0.6 0.106
H -2.189 4.257 -9.742 0.3 -0.6 0.2 0.085
H -2.218 2.767 -8.710 0.7 0.5 -0.3 0.083
H -0.647 3.297 -9.574 -0.9 0.0 0.3 0.093
C 6.481 2.194 3.247 -2.0 -0.2 0.1 -0.088
O 5.359 2.954 3.741 -0.1 0.2 -0.5 -0.206
C 4.255 2.864 2.782 2.1 -1.7 0.0 -0.226
C 3.153 3.860 2.978 -0.6 -0.1 0.5 -0.189
N 2.662 3.963 4.368 1.1 0.6 -0.4 -0.040
C 2.362 2.662 4.899 0.0 0.4 1.2 -0.255
C 1.900 2.807 6.341 0.8 -1.0 0.3 -0.210
O 2.947 3.285 7.201 0.3 -1.2 -0.9 -0.194
C 4.062 2.339 7.293 -0.7 2.0 1.1 -0.075
H 6.156 1.157 3.073 -0.1 0.2 -0.7 0.070
H 7.134 2.055 4.056 1.3 0.4 1.1 0.065
H 6.958 2.652 2.374 -0.1 -0.1 0.1 0.096
H 3.947 1.801 2.840 -0.4 0.5 -0.2 0.112
H 4.781 2.962 1.820 -0.7 0.2 -0.1 0.096
H 2.311 3.609 2.272 0.8 0.2 0.8 0.122
H 3.535 4.824 2.719 0.1 0.8 -0.3 0.111
H 3.385 4.438 4.962 -0.9 -0.8 -0.8 0.135
H 3.219 1.958 4.862 -0.4 0.1 0.0 0.101
H 1.528 2.249 4.357 -0.3 -0.4 -0.5 0.106
H 1.549 1.807 6.666 0.2 0.2 0.2 0.113
H 1.063 3.474 6.458 -0.2 0.5 -0.2 0.115
H 4.674 2.860 8.025 0.5 -0.1 -0.1 0.084
H 4.652 2.191 6.387 -0.4 -0.1 -0.1 0.073
H 3.725 1.448 7.800 -0.2 -0.7 -0.3 0.079
C 1.987 -5.158 5.296 -0.4 0.3 0.6 -0.089
O 0.891 -4.499 4.689 -0.1 0.0 0.0 -0.224
C -0.046 -5.445 4.167 0.5 -0.8 1.5 -0.217
C -1.047 -4.800 3.319 -1.8 3.5 -0.5 -0.212
N -0.715 -4.460 1.956 -0.5 -0.9 0.8 -0.037
C -0.490 -5.508 1.040 0.9 1.2 -3.2 -0.218
C 0.966 -5.631 0.564 -0.8 -0.5 2.0 -0.174
O 1.719 -6.225 1.656 -1.1 -0.5 -1.6 -0.197
C 2.989 -6.396 1.136 1.9 1.4 1.3 -0.140
H 2.529 -5.613 4.493 0.9 -0.4 -0.3 0.073
H 1.687 -5.944 6.021 -0.1 0.3 -0.4 0.096
H 2.566 -4.411 5.858 0.0 -0.2 -0.4 0.096
H -0.520 -5.894 5.079 0.1 0.0 -0.8 0.141
H 0.439 -6.215 3.556 0.3 0.0 0.4 0.116
H -1.361 -3.790 3.747 0.4 -1.2 0.0 0.138
H -1.997 -5.343 3.316 0.1 -0.5 0.0 0.112
H -0.329 -3.582 1.689 0.3 0.5 0.5 0.083
H -0.987 -5.220 0.079 -0.2 -0.5 0.4 0.115
H -0.886 -6.441 1.364 -0.3 -0.8 0.4 0.114
H 1.373 -4.642 0.483 0.1 0.8 -0.5 0.097
H 1.074 -6.140 -0.415 0.0 -0.2 0.6 0.133
H 3.611 -6.852 1.906 0.0 -0.4 -0.1 0.087
H 3.428 -5.364 1.014 -0.1 -1.0 -0.5 0.080
H 3.024 -6.968 0.217 0.0 -0.1 -0.3 0.089
C -2.727 4.434 -1.339 0.6 -1.0 1.6 -0.642
O -1.639 4.128 -0.802 -1.9 -0.7 -0.5 -0.020
N -4.003 3.923 -1.076 0.3 -0.2 -1.6 0.145
N -2.675 5.440 -2.253 1.5 -0.5 -0.3 0.154
H -4.672 4.268 -1.848 1.2 -1.4 1.9 0.133
H -4.065 2.914 -0.720 0.0 1.8 -0.6 0.107
H -3.406 6.063 -2.258 -2.3 1.5 -0.3 0.065
H -1.831 5.938 -2.053 0.5 0.3 -0.3 0.089
C 1.020 2.979 -3.432 1.2 0.0 -2.2 -0.673
O 1.888 2.855 -4.343 -0.3 0.0 1.0 -0.053
N 0.509 1.922 -2.803 -0.1 -2.4 0.6 0.192
N 0.507 4.160 -3.136 0.4 3.3 -0.5 0.209
H -0.184 1.998 -2.040 0.8 -0.1 -0.7 0.106
H 0.976 0.988 -3.025 -1.0 1.3 0.8 0.089
H 0.848 5.100 -3.552 -0.8 -2.5 0.6 0.119
H -0.297 4.159 -2.555 -0.5 0.4 0.7 0.044
C 2.526 -0.850 -4.001 0.0 0.5 -0.4 -0.558
O 1.767 -0.702 -3.021 0.4 -0.6 -0.1 -0.036
N 2.834 0.245 -4.760 -0.4 -2.0 1.7 0.204
N 3.035 -2.089 -4.369 -2.0 2.5 0.2 0.205
H 3.282 0.156 -5.610 1.0 -0.2 -1.8 0.076
H 2.556 1.156 -4.460 -0.5 1.0 0.1 0.038
H 3.750 -2.147 -5.013 1.6 0.2 -1.5 0.074
H 3.077 -2.753 -3.663 0.0 -1.4 1.7 0.041
```
Forces are in eV/Å.